[1]
# C4H7NO2

A structure of composition C4H7NO2 (the ωB97M-V functional and the def2-TZVPD basis, OMol25).

```
14
Properties=species:S:1:pos:R:3:mulliken_charge:R:1
O 1.747 1.699 -0.891 -0.337
O -0.667 0.907 1.733 -0.543
H -0.413 0.090 2.186 0.359
C -0.034 -1.414 -0.154 -0.162
H 0.065 -2.169 -0.939 0.275
H -2.217 -1.117 0.549 0.324
C -1.355 -0.694 0.022 -0.660
C -0.783 0.644 0.378 -0.012
N 1.684 0.341 -0.703 -0.568
H -1.128 1.569 -0.078 0.406
H -0.428 0.112 -1.335 0.296
C 0.441 -0.017 -0.505 -0.002
H 0.400 -1.811 0.780 0.237
H 2.688 1.860 -1.042 0.389
```

Computed properties:
Maximum force in Eh/bohr: 0.062
Charge: 0
Kohn-Sham gap (spin up / spin down) in eV: 8.5 / 8.2
ΔE to the lowest compared entry with this formula, charge and spin in kJ/mol: 705.99
HOMO energy (spin up / spin down) in Ha: -0.31901 / -0.30765

[2]
# C5H9NO

An isolated molecule of C5H9NO (the ωB97M-V functional and the def2-TZVPD basis, OMol25).

```
16
Properties=species:S:1:pos:R:3:mulliken_charge:R:1
H -1.337 1.715 0.049 0.438
H 0.191 0.960 -2.086 0.372
H -1.606 -0.773 -1.418 0.343
H 1.530 1.296 -0.957 0.374
C 0.467 -0.348 1.951 -0.447
C 0.077 -0.117 -0.184 1.577
O 0.115 1.700 1.391 -0.440
C -0.493 1.170 0.482 -0.306
N 1.005 -0.622 0.830 -0.547
H -0.643 -0.230 1.992 0.267
H 1.001 -0.223 2.889 0.310
H 1.479 -0.246 -1.836 0.386
H -0.317 -1.969 -1.194 0.348
H -1.445 -1.648 0.128 0.341
C -0.893 -1.180 -0.692 -1.421
C 0.868 0.515 -1.345 -1.593
```

Computed properties:
Maximum force in Eh/bohr: 0.033
Charge: 0
Kohn-Sham gap in eV: 9.6
ΔE to the lowest compared entry with this formula, charge and spin in kJ/mol: 298.63
SMILES: C=NC(C)(C)C=O
HOMO energy in Ha: -0.32974

[3]
# C33H40F3MnN3S2

A structure of composition C33H40F3MnN3S2 (the ωB97M-V functional and the def2-TZVPD basis, OMol25).

```
82
Properties=species:S:1:pos:R:3:mulliken_spin:R:1
C 3.172 3.727 4.425 0.000
H -3.569 1.581 -1.257 0.009
C -3.845 -0.078 2.168 -0.007
C 4.097 2.368 6.147 0.000
H -5.650 1.905 0.098 0.001
H -0.186 -4.635 -0.812 0.000
C 1.018 2.476 -2.910 -0.002
C -1.390 -3.829 -3.149 -0.016
H 1.038 -2.333 1.126 -0.005
H -5.767 0.821 2.343 0.000
C 0.746 -1.647 -1.458 0.059
H 2.603 -3.137 1.056 0.000
C 1.865 2.064 2.338 -0.008
H 3.149 -0.838 -0.159 0.002
H -0.172 2.252 -5.367 0.001
H 4.006 -2.321 -0.538 -0.001
C -0.116 1.314 -4.812 0.002
Mn -0.728 -0.060 -0.410 4.347
H 2.989 -4.273 -1.470 0.001
H -1.319 2.773 0.388 -0.002
F -5.042 -0.445 4.158 0.000
S 1.783 4.526 3.647 0.004
C -0.410 2.596 0.948 0.047
H -1.898 -4.963 -0.696 0.000
C 1.320 1.172 1.444 0.041
S -1.348 -1.260 1.677 0.079
H -2.048 -4.698 -3.179 0.000
H 0.955 3.429 -3.435 0.000
H -0.376 -4.164 -3.366 -0.002
C -4.830 1.309 0.467 -0.004
C 5.493 3.223 4.567 0.000
H 1.969 2.015 -3.182 0.000
C 1.227 3.287 2.548 0.007
H 1.312 -4.306 -1.996 -0.001
H -1.698 -3.147 -3.943 -0.001
H 1.029 2.685 -1.837 0.003
H -3.084 -2.219 -0.603 -0.003
C 0.057 3.543 1.827 -0.002
C -2.715 -0.257 1.346 0.015
C -4.892 0.696 1.720 0.009
H 1.782 0.206 1.284 -0.011
H 2.768 1.802 2.870 0.000
C 4.451 3.866 3.910 0.000
F -3.864 -2.083 3.406 0.000
N 0.205 1.418 0.744 -0.041
C -0.165 1.591 -3.302 0.043
H 2.471 -3.284 -2.838 0.000
H -1.513 3.276 -3.485 -0.001
H -2.340 1.735 -3.283 0.003
H 6.507 3.310 4.193 0.000
H 0.812 0.811 -5.088 -0.001
H -3.567 -3.645 -1.511 0.001
H -0.950 0.685 -5.124 0.000
H 2.003 2.849 6.011 0.000
C 2.985 2.969 5.574 0.000
C 1.894 -2.498 -0.891 -0.006
H 1.156 -3.986 0.553 0.000
H -3.352 -2.130 -2.359 -0.001
C -1.153 -4.166 -0.673 -0.007
F -2.897 -0.375 4.299 0.000
H -1.189 -3.705 0.312 0.003
H -1.551 2.517 -1.895 -0.010
C -1.471 2.316 -2.968 0.048
C 1.649 -3.018 0.540 0.003
N 5.326 2.484 5.656 0.000
C -3.693 1.128 -0.282 0.037
C 0.986 -0.269 -1.843 -0.319
H 4.639 4.458 3.025 0.000
C 2.173 -3.661 -1.858 0.008
C 3.192 -1.674 -0.863 0.002
N -2.668 0.380 0.148 -0.084
H 1.904 0.260 -1.651 -0.024
C -3.911 -0.753 3.513 -0.003
H 3.454 -1.284 -1.847 0.000
C -2.956 -2.744 -1.551 0.015
C -1.100 -0.711 -2.490 -0.174
H -0.485 4.470 1.951 0.000
C -0.100 0.257 -2.589 -0.012
C -0.587 -1.923 -1.822 -0.115
C -1.490 -3.155 -1.769 0.087
H -2.093 -0.637 -2.904 -0.015
H 3.991 1.766 7.043 0.000
```

Computed properties:
Maximum force in Eh/bohr: 0.012
Charge: +1
Kohn-Sham gap (spin up / spin down) in eV: 6.1 / 7.7
ΔE to the lowest compared entry with this formula, charge and spin in kJ/mol: 0.00
HOMO energy (spin up / spin down) in Ha: -0.38986 / -0.40103
<S²>: 6.29
2S+1: 5

[4]
# C5H12O2

A cluster of 2 separate species, C5H12O2 in total (the ωB97M-V functional and the def2-TZVPD basis, OMol25).

```
19
Properties=species:S:1:pos:R:3:mulliken_charge:R:1
H -1.417 1.635 0.249 0.358
C -0.552 1.020 -0.035 0.052
H -1.342 0.652 -2.005 0.289
O -0.027 -1.223 -0.559 -0.443
H 2.163 -1.548 0.932 0.262
H 0.509 -0.200 2.171 0.354
C 0.505 -0.382 -1.580 -0.372
H -1.816 -0.696 0.249 0.257
O 0.634 1.507 0.572 -0.539
H 0.471 -0.908 -2.540 0.338
C -0.760 -0.433 0.397 0.302
C -0.432 -0.664 1.872 -1.507
H -1.234 -0.192 2.455 0.383
H 0.066 1.743 -2.021 0.372
H -0.411 -1.724 2.136 0.365
H 1.616 -1.673 0.441 -0.321
H 0.847 2.355 0.164 0.323
C -0.373 0.863 -1.540 -0.723
H 1.553 -0.131 -1.358 0.250
```

Computed properties:
Maximum force in Eh/bohr: 0.007
Charge: 0
Kohn-Sham gap in eV: 10.4
ΔE to the lowest compared entry with this formula, charge and spin in kJ/mol: 189.38
SMILES: C[C@@H]1OCC[C@@H]1O.[H][H]
HOMO energy in Ha: -0.35201